DFT (the ωB97M-V functional and the def2-TZVPD basis) results for a cluster of 3 separate species, C23H44FN5O12P in total.

Cartesian coordinates (Å):
P: 2.433 -4.553 -1.487
F: 0.555 -1.195 3.510
O: -1.066 0.404 3.819
O: -4.815 -1.091 -2.174
O: -1.597 4.948 -4.985
O: -0.991 5.491 2.706
O: -3.022 5.873 -3.475
O: -1.054 4.899 -2.878
O: 1.195 -4.913 -2.614
O: 0.607 3.880 2.854
O: 1.068 5.706 1.763
O: 3.872 -4.035 -2.275
O: -0.725 -5.423 -0.378
O: -4.625 -2.559 -0.419
N: -0.800 -7.353 0.964
N: 2.234 -0.917 0.574
N: 0.943 -2.313 -0.904
N: 5.451 -2.443 0.538
N: -0.302 -0.664 0.494
C: 0.718 7.015 1.291
C: -1.993 5.308 -3.752
C: -1.336 5.169 -1.499
C: -3.299 -2.933 -2.742
C: -0.247 0.422 1.520
C: -1.630 -1.041 -0.069
C: 0.112 5.067 2.458
C: -2.555 5.234 -6.003
C: -4.277 -2.157 -1.743
C: 6.040 -3.732 0.042
C: 4.157 -2.662 1.282
C: -0.155 -6.060 0.563
C: 1.158 -5.475 1.294
C: 1.121 -3.873 1.160
C: 0.864 -1.218 0.118
C: -0.265 -0.136 3.023
C: -3.466 -2.913 0.374
C: -2.360 4.193 -0.949
C: 0.771 8.036 2.413
C: 1.856 -3.300 -0.169
C: -0.277 3.137 3.692
C: 2.975 -2.199 0.292
C: -2.671 -1.657 0.993
H: 0.023 7.821 3.180
H: -3.869 -3.514 1.279
H: -0.262 6.999 0.804
H: 5.355 -4.638 0.226
H: -2.037 3.162 -1.120
H: -3.423 4.579 -5.891
H: 0.001 -3.575 1.197
H: -3.355 -0.874 1.492
H: 1.038 -5.747 2.415
H: 1.746 8.013 2.906
H: -1.175 1.089 1.343
H: -2.090 5.030 -6.968
H: 1.508 -1.991 -1.706
H: -0.371 3.628 4.663
H: 6.167 -3.631 -1.106
H: 0.446 -4.274 -2.543
H: -2.713 -3.599 -0.146
H: 6.165 -2.021 1.149
H: 7.074 -3.938 0.485
H: -3.326 4.308 -1.446
H: 0.589 9.041 2.028
H: 3.504 -1.945 -0.705
H: 2.216 -0.666 1.584
H: -1.551 -1.808 -0.934
H: 1.613 -3.369 2.078
H: 4.181 -1.910 2.160
H: -1.825 -7.188 0.978
H: -0.396 5.049 -0.957
H: 3.709 -3.093 -2.526
H: -0.561 -8.072 0.260
H: -2.540 -3.625 -2.240
H: -2.505 4.350 0.122
H: -3.850 -3.502 -3.576
H: -1.656 6.208 -1.368
H: 0.156 2.152 3.846
H: -2.029 -2.088 1.862
H: -2.678 -2.120 -3.287
H: 2.133 -5.964 0.955
H: -1.258 3.014 3.227
H: 0.731 1.011 1.351
H: 1.454 7.280 0.529
H: -2.125 -0.104 -0.532
H: -2.859 6.282 -5.981
H: 4.046 -3.725 1.688

Atoms 1-3, force components in eV/Å:
1.52 -4.38 0.24
-1.23 2.15 -1.95
3.86 -3.19 -3.51

Output
HOMO in eV: -11.54
Energy in eV: -68580.186
Charge: +1
ΔE to the lowest compared entry with this formula, charge and spin in kJ/mol: 597.6
2S+1: 1

Here are the Mulliken charges for atoms 1 to 2, given in e: number 1, P, carries 0.285; number 2, F, carries -0.239

---

DFT (the ωB97M-V functional and the def2-TZVPD basis) results for a cluster of 6 separate species, C23H44N3O17 in total.

Cartesian coordinates (Å):
O: -1.530 -1.745 1.841
O: 3.575 2.012 7.524
O: -1.005 -2.923 10.917
O: 2.385 0.166 7.474
O: -5.750 -0.287 -8.637
O: -5.791 2.007 -8.519
O: -1.915 1.613 -7.413
O: -3.364 -1.647 0.460
O: -7.384 0.984 -9.632
O: -0.579 -4.460 9.264
O: -1.895 -0.017 0.372
O: -0.717 0.907 -5.584
O: 0.345 1.207 -7.483
O: 5.559 3.330 -1.226
O: 5.391 0.926 -1.668
O: 4.001 0.475 5.870
O: -2.195 -4.769 10.868
N: 2.070 0.321 -0.091
N: 2.931 4.827 -1.741
N: 2.650 0.856 -1.228
C: -0.681 0.583 0.823
C: -1.197 -4.089 10.249
C: 1.890 0.576 -2.490
C: -0.869 1.277 -6.881
C: 3.099 -0.445 0.466
C: -4.599 1.958 -7.738
C: 4.604 2.837 6.981
C: -6.257 0.792 -8.903
C: 3.788 -1.743 -0.263
C: 2.072 -1.090 6.875
C: 0.024 -2.098 10.374
C: -7.989 -0.217 -10.106
C: 2.196 -0.742 -3.179
C: 0.338 1.571 -8.862
C: -3.807 -2.887 1.009
C: -1.922 0.934 -4.821
C: 4.775 2.250 -1.325
C: 3.128 2.266 -1.067
C: 2.495 3.385 -2.070
C: 3.696 -0.015 1.957
C: 3.383 0.846 6.856
C: -2.508 -6.025 10.268
C: -2.195 -1.193 0.979
H: -1.643 -6.695 10.302
H: 4.413 -1.496 -1.225
H: -7.307 -0.756 -10.772
H: -2.333 1.948 -4.783
H: 1.359 1.478 -9.241
H: -8.882 0.056 -10.676
H: 1.398 -1.608 -2.996
H: -3.990 -2.790 2.084
H: 0.018 2.610 -8.985
H: -3.781 1.506 -8.308
H: -0.305 0.895 -9.436
H: -1.684 0.621 -3.801
H: -4.770 1.411 -6.805
H: -4.317 2.985 -7.487
H: -0.740 0.819 1.890
H: 1.036 1.206 -2.981
H: 0.090 -1.194 10.986
H: -3.319 -6.481 10.844
H: 5.571 2.324 7.019
H: 4.530 -2.329 0.461
H: 1.262 -1.546 7.451
H: -4.748 -3.155 0.522
H: -2.853 -5.886 9.239
H: -0.220 -1.802 9.349
H: -0.541 1.516 0.271
H: 2.916 -2.521 -0.492
H: 4.084 1.112 1.912
H: 1.728 -0.951 5.846
H: -3.078 -3.680 0.809
H: 2.776 -0.069 2.689
H: 4.581 -0.721 2.270
H: 2.795 3.215 -3.192
H: 1.302 3.403 -2.056
H: 3.160 -0.937 -3.818
H: 2.967 2.656 0.049
H: 2.937 -1.760 6.909
H: 4.671 3.741 7.593
H: -2.655 0.233 -5.234
H: 0.172 -0.071 0.616
H: 2.252 5.493 -2.182
H: 4.361 3.133 5.956
H: 3.846 5.034 -2.238
H: 0.990 -2.611 10.412
H: -8.296 -0.851 -9.268

Atoms 1-3, force components in eV/Å:
-1.08 0.62 -1.13
-0.32 -0.93 -0.30
-0.33 -1.00 -0.38

Output
HOMO in eV: -3.84
Energy in eV: -63831.861
Charge: -1
2S+1: 1

Here are the Mulliken charges for atoms 1 to 2, given in e: number 1, O, carries -0.561; number 2, O, carries -0.321

---

Number 1: largest force on an atom 0.1189 hartree/bohr, LUMO -4.1 eV. Number 2: largest force on an atom 0.1447 hartree/bohr, LUMO 1.8 eV.